A gas-phase ion, C4H12NO (charge +1) in a non-equilibrium geometry. Source: the Open Molecules 2025 dataset; level of theory: ωB97M-V/def2-TZVPD.

The geometry in XYZ format:
```
18
Properties=species:S:1:pos:R:3:forces:R:3:lowdin_charge:R:1
C 1.766564 -0.137842 0.534870 1.15 0.78 1.55 -0.04
C 0.669509 0.552246 -0.214489 -0.23 -0.99 -0.17 -0.31
N -0.090167 1.457133 0.701265 -1.26 -0.17 0.25 0.22
C -0.398997 -0.374552 -0.831423 -1.10 0.59 -0.14 -0.35
C -1.094117 -1.433843 0.008397 0.47 0.86 1.83 -0.02
O -1.372264 0.624889 -1.271614 0.12 -0.68 -0.54 -0.07
H 2.306709 -0.785616 -0.137778 0.63 0.17 -0.23 0.10
H 1.459222 -0.817214 1.347100 -0.51 0.35 -0.31 0.09
H 2.429891 0.634252 1.084503 -0.64 -1.26 -1.29 0.13
H 1.007534 1.150835 -1.088961 0.04 -0.07 0.93 0.18
H -0.922691 1.668435 0.103573 0.22 0.66 0.40 0.16
H 0.420843 2.253785 1.061630 0.14 0.43 -0.41 0.17
H -0.477354 0.998190 1.544833 0.41 -0.23 -0.53 0.18
H 0.035022 -0.900865 -1.679382 0.25 0.29 -0.20 0.16
H -0.350805 -1.963352 0.604821 0.09 -0.33 -0.20 0.08
H -1.567144 -2.134202 -0.641874 -0.54 -0.47 -0.29 0.08
H -1.814156 -1.050446 0.785742 0.46 -0.10 -1.05 0.11
H -2.007601 0.258161 -1.911205 0.31 0.15 0.39 0.13
```
Forces are in eV/Å.

Results
LUMO = -0.121 Ha
SMILES = C[C@H]([NH3+])[C@@H](C)O
DFT total energy = -289.3502 hartree
total charge = +1
Kohn-Sham gap = 12.06 eV
ΔE to the lowest compared entry with this formula, charge and spin = 64.8 kJ/mol


5 unconnected molecules or ions with the total composition C31H37BF7N4O7S in a non-equilibrium geometry. Source: the Open Molecules 2025 dataset; level of theory: ωB97M-V/def2-TZVPD.

The geometry in XYZ format:
```
88
Properties=species:S:1:pos:R:3:forces:R:3:lowdin_charge:R:1
C 2.751488 -0.882141 3.372954 -0.37 -0.28 0.20 -0.07
C 1.818223 -2.079188 3.253518 0.39 0.14 -0.31 -0.30
O 1.762880 -2.531230 1.925602 -0.56 0.25 0.02 0.00
B 0.479012 -2.323260 1.244916 0.48 -1.15 -0.01 -0.88
C -0.727457 -3.194755 1.893198 0.01 0.53 0.08 0.03
O 0.716633 -2.762701 -0.175040 -0.11 0.39 -0.18 0.07
C 0.584855 -1.736004 -1.109818 -0.15 -1.36 0.95 -0.26
C 1.788862 -1.830159 -2.045734 -0.21 0.26 -0.67 -0.07
C 2.010775 -3.197014 -2.657835 0.48 -0.24 -0.50 -0.21
O 1.624708 -3.212610 -4.049392 -0.01 0.37 0.30 -0.08
C -0.741621 -2.106326 -1.917560 0.14 0.36 0.08 -0.28
F -0.921499 -3.461178 -1.887899 0.28 0.57 -0.19 0.13
F -0.585351 -1.745515 -3.233474 -0.22 -0.24 0.20 0.09
C -2.122288 -1.516246 -1.502982 -0.27 -0.31 -0.40 -0.33
F -2.269607 -1.420078 -0.176277 0.02 0.07 -0.39 0.16
F -2.278782 -0.299744 -2.088742 -0.18 -0.57 0.12 0.11
C -3.314244 -2.390677 -2.026023 -0.53 0.11 0.22 -0.50
F -4.437343 -1.623297 -1.992930 0.50 -0.51 0.00 0.14
F -3.137290 -2.789548 -3.294682 -0.12 0.09 0.55 0.17
F -3.532494 -3.459772 -1.238143 0.14 0.59 -0.60 0.17
C 0.645212 -0.486892 -0.125984 0.88 0.54 -0.22 -0.49
O 2.004248 -0.108440 0.044675 -0.23 -0.13 0.13 0.03
S -0.128253 1.162054 -0.667365 -0.32 0.78 0.84 0.74
C 0.014675 1.248815 -2.442946 0.08 -0.03 0.00 -0.11
O -1.510636 1.270892 -0.260949 0.08 -0.32 -0.16 -0.32
O 0.713253 2.236404 -0.173554 0.35 -0.22 -0.27 -0.34
O 0.166536 -0.853630 1.054811 -0.50 0.46 -0.27 0.10
H 2.312189 -0.038093 2.855895 0.05 0.21 -0.19 0.06
H 2.874941 -0.622583 4.423651 0.14 0.10 0.14 0.06
H 3.710308 -1.126988 2.932403 0.25 0.05 -0.08 0.07
H 2.183472 -2.895772 3.880326 0.02 -0.13 0.21 0.11
H 0.839576 -1.777694 3.629585 -0.22 -0.07 0.07 0.11
H -0.661395 -4.202934 1.492812 0.04 -0.22 -0.06 0.06
H -0.675155 -3.267589 2.978439 0.04 -0.03 0.17 0.04
H -1.716428 -2.807208 1.654155 -0.13 -0.01 -0.06 0.04
H 1.744619 -1.107272 -2.862843 -0.09 0.06 -0.13 0.12
H 2.675977 -1.587056 -1.481599 0.01 -0.11 0.41 0.13
H 3.075400 -3.415095 -2.616434 0.19 -0.04 0.07 0.10
H 1.503977 -3.988429 -2.120093 -0.25 0.03 0.26 0.12
H 1.625710 -4.132101 -4.298141 -0.08 -0.40 -0.27 0.07
H 2.377577 0.226360 -0.774067 0.05 0.16 -0.15 0.09
H -0.218497 0.317333 -2.937489 -0.10 0.00 -0.03 0.04
H -0.683057 2.025070 -2.732423 -0.22 0.11 -0.06 0.08
H 1.016151 1.573007 -2.692670 0.26 0.01 0.08 0.07
N 5.545955 -4.137882 -3.562221 0.02 -0.01 0.00 0.06
C 6.652895 -4.663177 -3.045360 -0.02 0.02 0.07 -0.15
C 7.612115 -5.324204 -3.798389 -0.01 0.00 -0.02 -0.08
C 7.406853 -5.447769 -5.162695 0.03 -0.02 -0.03 -0.09
C 6.257615 -4.906958 -5.715308 0.02 -0.01 0.02 -0.08
C 5.362448 -4.262768 -4.873615 -0.11 0.06 -0.02 -0.15
H 6.771224 -4.546669 -1.973786 0.04 -0.02 0.00 0.11
H 8.495158 -5.730959 -3.325097 0.00 0.00 0.02 0.10
H 8.131107 -5.957605 -5.785353 0.00 0.00 0.00 0.10
H 6.056736 -4.980559 -6.775266 -0.02 0.01 -0.01 0.10
H 4.450298 -3.820902 -5.261891 0.00 -0.01 -0.03 0.10
N 1.441738 4.150344 3.592146 -0.23 0.04 0.13 0.05
C 0.691587 4.731816 4.530990 0.02 0.05 -0.07 -0.18
C -0.658835 4.467608 4.720456 0.16 -0.05 -0.07 -0.08
C -1.263224 3.531098 3.893657 -0.15 0.17 0.15 -0.07
C -0.502495 2.916325 2.923245 -0.07 -0.20 -0.14 -0.07
C 0.832054 3.259120 2.807116 0.38 -0.03 0.02 -0.14
H 1.204411 5.456542 5.156390 -0.04 0.00 0.03 0.09
H -1.216442 4.980422 5.493494 0.02 0.01 0.01 0.09
H -2.312373 3.287559 3.982090 -0.01 -0.05 0.05 0.07
H -0.935329 2.185595 2.252117 0.01 -0.03 0.03 0.09
H 1.439170 2.786492 2.045706 0.02 0.02 -0.01 0.09
N -3.894645 1.664991 2.735294 -0.07 0.04 0.04 0.07
C -4.847505 2.524900 3.079970 -0.01 -0.03 -0.03 -0.17
C -6.106277 2.549163 2.499716 -0.03 -0.02 0.06 -0.08
C -6.389030 1.628605 1.506707 -0.02 -0.02 -0.04 -0.09
C -5.404999 0.727909 1.130691 -0.05 0.05 0.01 -0.06
C -4.178464 0.787814 1.772472 0.24 -0.15 0.01 -0.14
H -4.584688 3.236649 3.855638 -0.06 0.05 0.00 0.09
H -6.840602 3.277383 2.815348 0.01 0.03 0.01 0.10
H -7.359022 1.617867 1.025431 -0.01 0.00 -0.01 0.10
H -5.578260 -0.001940 0.351946 0.03 -0.02 -0.01 0.10
H -3.374756 0.111023 1.502270 -0.03 0.03 -0.03 0.10
N -3.737277 4.862966 0.957855 0.09 0.04 -0.04 0.07
C -3.649525 6.174031 0.739579 -0.03 0.01 0.03 -0.17
C -2.508373 6.800679 0.266013 -0.02 0.02 0.01 -0.09
C -1.389120 6.022460 0.008490 0.01 -0.01 -0.01 -0.07
C -1.459213 4.658234 0.227802 0.04 0.11 -0.07 -0.05
C -2.653520 4.129943 0.697347 -0.20 -0.05 0.07 -0.14
H -4.543436 6.748612 0.962401 0.01 0.05 -0.02 0.09
H -2.495702 7.871377 0.109698 -0.02 0.01 0.01 0.09
H -0.474323 6.474885 -0.353553 0.02 0.00 0.00 0.10
H -0.610365 4.010434 0.052926 -0.05 0.01 0.03 0.08
H -2.743422 3.067830 0.883679 0.05 0.00 -0.05 0.07
```
Forces are in eV/Å.

Results
LUMO = 0.082 Ha
DFT total energy = -3071.4126 hartree
total charge = -1
Kohn-Sham gap = 7.78 eV


A single C4H6F3NO2 molecule in a non-equilibrium geometry. Source: the Open Molecules 2025 dataset; level of theory: ωB97M-V/def2-TZVPD.

The geometry in XYZ format:
```
16
Properties=species:S:1:pos:R:3:forces:R:3:lowdin_charge:R:1
C -0.406052 1.817152 0.357351 -0.19 1.06 -0.93 -0.02
C -0.313805 0.423474 -0.287705 1.01 -0.35 1.88 -0.56
N 0.955483 0.352074 -0.997478 -1.61 2.97 -2.63 0.11
O -1.491331 0.008106 -0.959192 1.76 -1.43 -0.33 0.05
C -0.072392 -0.620239 0.853935 1.01 0.97 -0.23 -0.18
O -0.275720 -0.345531 1.997824 -0.06 -0.63 -0.08 0.17
C 0.652224 -2.015142 0.503992 -1.56 1.15 1.21 -0.62
F 0.405723 -2.420682 -0.713525 -1.16 -0.69 -1.61 0.17
F 0.111470 -2.837533 1.390787 0.03 -1.06 0.18 0.17
F 1.954221 -2.070741 0.594656 1.43 0.57 0.91 0.19
H 0.538436 2.228226 0.760809 -0.28 -0.74 -0.40 0.10
H -1.128150 1.941170 1.150047 -0.38 -0.54 0.19 0.08
H -0.728922 2.526705 -0.434072 0.24 -0.29 0.21 0.09
H 0.810653 0.912649 -1.927051 0.66 -1.15 2.20 0.15
H 1.136842 -0.563720 -1.299393 0.23 -1.39 -0.64 0.04
H -2.148681 0.664032 -0.990986 -1.12 1.55 0.09 0.07
```
Forces are in eV/Å.

Results
LUMO = 0.022 Ha
SMILES = C[C@](N)(O)C(=O)C(F)(F)F
DFT total energy = -660.8334 hartree
Kohn-Sham gap = 10.79 eV
ΔE to the lowest compared entry with this formula, charge and spin = 53.3 kJ/mol


2 unconnected molecules or ions with the total composition C9H8BrN2O2 in a non-equilibrium geometry. Source: the Open Molecules 2025 dataset; level of theory: ωB97M-V/def2-TZVPD.

The geometry in XYZ format:
```
22
Properties=species:S:1:pos:R:3:forces:R:3:lowdin_charge:R:1
C 2.652778 -2.710463 1.393353 0.81 0.90 -1.31 -0.02
C 1.750463 -2.140680 2.224635 -1.57 -1.63 2.80 -0.09
C 2.873033 -2.136913 0.107955 2.04 -2.88 -0.13 -0.07
C 0.844883 -1.199371 1.798553 -1.07 1.99 -1.76 0.01
C 1.975227 -1.333125 -0.457572 -1.87 3.64 0.42 -0.01
C 0.910150 -0.775829 0.411500 1.16 -1.62 1.14 -0.15
C -0.097475 0.114168 0.046672 -0.16 0.79 -0.71 0.07
C -2.087247 1.754514 -3.264613 0.71 -0.85 -0.83 -0.46
C -2.038449 1.383791 -0.701076 -2.40 1.37 0.11 -0.72
N -0.921644 0.901128 -0.227977 3.33 -1.62 0.65 0.03
N -2.211391 2.857617 -0.241001 0.18 -0.06 1.89 0.11
O -2.597925 2.777627 -3.086824 -0.43 0.72 0.23 0.17
O -1.537486 0.779263 -3.569882 -0.27 0.21 0.21 0.20
Br -3.451249 0.419767 0.247819 -0.34 0.09 -0.26 0.75
H 3.211693 -3.535520 1.781912 0.56 -0.24 -0.16 0.12
H 1.611265 -2.651479 3.232445 0.22 1.13 -1.24 0.15
H 3.744438 -2.477527 -0.529275 -1.11 0.34 0.99 0.15
H 0.039106 -0.693324 2.419281 1.26 -1.08 -0.58 0.15
H 2.228112 -0.829812 -1.409068 -0.68 -0.62 0.40 0.14
H -1.803361 2.987339 0.747237 -0.23 0.08 -1.77 0.18
H -3.227459 2.903154 -0.011524 0.60 0.58 -0.91 0.11
H -1.867461 3.605675 -0.912550 -0.73 -1.22 0.84 0.17
```
Forces are in eV/Å.

Results
LUMO = -0.171 Ha
DFT total energy = -3181.4247 hartree
total charge = +1
Kohn-Sham gap = 7.59 eV
ΔE to the lowest compared entry with this formula, charge and spin = 98.1 kJ/mol


Question: Look up the DFT total energy of the third one.
Answer: -660.8334 hartree


Question: What is the formula in the fourth record?
Answer: C9H8BrN2O2


Question: What is the formula in the fourth record?
Answer: C9H8BrN2O2